Formula: C51H90F8N3O37S
Source: OMol25
Level of theory: the ωB97M-V functional and the def2-TZVPD basis

```
190
Properties=species:S:1:pos:R:3:forces:R:3:mulliken_charge:R:1
C -4.81525 0.64203 -7.43559 0.46 1.73 1.58 -0.89
N -4.61114 1.10127 -5.99164 -1.71 -0.60 0.30 0.23
C -3.38973 1.89360 -5.79526 1.06 0.27 0.09 -0.59
C -5.75212 1.97094 -5.51508 -1.00 -0.31 -0.13 -0.69
C -4.62707 -0.17830 -5.13255 0.38 0.37 -0.24 -1.06
C -4.29671 0.06866 -3.63991 0.66 -1.33 -0.92 0.19
O -2.90067 0.34514 -3.51176 -0.68 0.25 -0.82 0.79
H -3.85759 0.22781 -7.68798 0.12 -0.64 -0.51 0.37
H -4.94524 1.58565 -7.98149 -0.33 -0.59 -0.25 0.38
H -5.66058 -0.04182 -7.42479 0.14 0.10 -0.45 0.33
H -3.37201 2.73130 -6.52911 -0.10 -0.51 0.64 0.33
H -2.51569 1.23022 -5.95759 -0.44 0.48 0.11 0.42
H -3.38726 2.25590 -4.73651 0.17 -0.29 -1.36 0.05
H -5.46826 2.28597 -4.50494 -0.40 0.40 -0.56 0.37
H -6.71974 1.41460 -5.43934 0.99 0.02 -0.13 0.27
H -5.96571 2.79834 -6.21995 0.67 -0.29 0.50 0.34
H -3.92743 -0.85690 -5.63319 0.15 0.12 0.40 0.23
H -5.62574 -0.58747 -5.31956 0.22 0.07 0.60 0.65
H -4.59389 -0.83917 -3.10913 0.17 -0.04 -0.07 -0.28
H -4.97805 0.81256 -3.28871 -0.06 0.85 0.51 0.11
H -2.47564 0.24948 -2.64089 -0.45 -0.25 0.42 -0.33
C -0.03241 2.81742 4.81655 -0.51 0.24 0.27 -0.84
N 0.12459 2.76594 3.36963 0.39 -0.57 -1.90 0.37
C 0.75605 1.39195 2.91464 -1.40 1.17 1.82 0.44
C -1.27685 2.90107 2.74931 0.31 -0.47 1.54 -0.58
C 1.05459 3.92871 2.98583 0.09 -1.14 -0.10 -1.20
C 1.45244 3.95331 1.51380 0.79 0.56 1.37 0.82
O 0.44456 4.26470 0.63221 -0.41 -0.95 -1.06 -0.57
H 0.95711 2.60588 5.18795 0.07 0.30 0.88 0.43
H -0.75862 2.08766 5.14818 0.09 -0.51 -0.02 0.22
H -0.49318 3.78727 5.08301 0.81 -0.27 0.06 0.40
H 1.78813 1.37346 3.26546 -0.10 -0.02 0.07 0.27
H 0.66357 1.34699 1.84893 -0.08 -0.22 -0.34 -0.96
H 0.11782 0.65470 3.44478 0.65 0.13 -0.67 0.15
H -1.63438 3.91074 2.94134 0.15 0.09 -0.27 0.35
H -1.90898 2.22103 3.34526 0.24 0.18 -0.42 0.20
H -1.28307 2.60257 1.72313 0.23 0.02 -0.52 -0.01
H 2.00181 3.86772 3.59407 -1.11 -0.10 -0.37 0.36
H 0.46798 4.77475 3.26833 -0.05 0.94 0.12 0.48
H 1.94042 3.01704 1.31224 0.14 -0.65 -0.45 -0.59
H 2.26079 4.68861 1.49259 0.01 0.32 -0.26 0.50
H 0.30588 3.41431 0.11425 -0.36 0.85 0.42 -0.04
C 4.54978 -0.95727 1.52485 0.57 1.92 0.27 -0.89
N 4.69092 -0.35348 0.14362 -1.08 -1.12 -0.25 1.46
C 4.10297 -1.41746 -0.78793 1.92 -0.06 -0.06 -0.97
C 3.90997 0.90598 0.04288 -0.49 1.39 -0.01 -1.07
C 6.11974 0.01764 -0.24257 0.76 -0.32 -0.08 -0.47
C 7.22295 -1.05558 -0.08121 0.69 0.17 -0.05 -0.64
O 7.54775 -1.30210 1.26860 -0.13 0.49 0.46 -0.58
H 5.29041 -1.71763 1.63754 0.58 -0.31 0.14 0.09
H 3.57760 -1.39521 1.64881 -0.63 0.13 -0.15 0.33
H 4.70829 -0.10004 2.22635 -0.04 -1.03 -0.28 0.32
H 3.07801 -1.57858 -0.65544 -1.68 0.65 0.39 -0.10
H 4.53167 -2.37857 -0.54475 0.57 -0.16 0.21 0.37
H 4.35129 -1.20511 -1.81023 -0.05 0.41 -0.49 0.53
H 4.15729 1.43582 -0.87124 0.27 -0.14 -0.16 0.52
H 4.06639 1.58722 0.88479 0.84 -0.33 0.06 0.42
H 2.83130 0.85174 0.03132 -0.40 -1.29 -0.18 -0.20
H 6.33870 0.94540 0.32801 0.05 -0.65 -0.39 0.41
H 6.10409 0.21673 -1.33283 -0.27 0.24 0.65 0.29
H 8.16691 -0.71599 -0.60905 -1.23 0.05 0.23 0.43
H 6.92984 -1.98620 -0.55900 -0.25 -0.15 -0.23 0.32
H 8.03128 -2.13636 1.35196 -0.35 -0.01 -0.27 0.36
S -0.40228 0.33824 -0.27829 0.43 -0.29 2.94 -0.99
O -1.35594 0.04034 -1.34139 -0.17 -0.02 -1.39 -0.31
O -0.29196 1.82736 -0.05725 0.02 -0.72 -0.50 0.65
O -0.97001 -0.26653 0.99339 0.51 0.70 -0.99 -0.67
O 0.93000 -0.23311 -0.53214 -0.16 0.17 -0.40 0.12
C -7.54986 -5.06092 -2.20833 0.40 1.79 0.65 -0.40
C -6.09165 -5.54569 -2.48461 -0.88 0.36 -0.82 0.55
O -5.46879 -4.39765 -3.06126 -0.12 0.18 0.21 -0.31
C -6.36971 -3.41558 -3.35646 -1.93 -1.38 -0.53 0.63
O -6.17788 -2.43435 -4.00617 0.54 -0.28 0.64 -0.50
O -7.62363 -3.80308 -2.95088 1.43 -0.02 0.16 -0.38
F -6.10866 -6.56849 -3.41944 -0.11 0.74 0.25 -0.32
H -7.86865 -4.78737 -1.16130 0.90 -0.69 -0.88 0.26
H -8.29714 -5.67788 -2.64470 -0.32 -0.87 -0.30 0.29
H -5.46755 -5.90180 -1.69114 0.05 0.08 0.68 0.15
C -0.14047 5.94657 -2.27422 0.23 1.97 -1.26 0.22
C -1.03186 6.91542 -3.12600 0.52 0.75 0.12 0.42
O -2.03871 6.10948 -3.66851 1.11 -1.21 0.50 -0.39
C -1.66242 4.78285 -3.47132 -0.48 -0.08 -0.52 0.00
O -2.21685 3.85481 -3.99372 0.61 1.21 0.71 -0.36
O -0.59185 4.68771 -2.63731 -1.68 -1.12 -0.82 -0.13
F -0.21956 7.42264 -4.17818 -1.16 -0.42 1.18 -0.33
H -0.21898 6.12874 -1.21416 0.10 -0.18 0.32 0.15
H 0.87579 6.04018 -2.67749 -0.09 0.16 0.59 -0.05
H -1.52710 7.76564 -2.58055 0.77 -0.71 -0.73 0.33
C 0.49315 -4.17111 3.32491 -0.03 0.47 0.51 -0.13
C 0.53720 -2.80115 2.62395 -0.14 -0.58 -0.23 1.15
O 1.41308 -3.01676 1.53163 0.65 -1.31 -0.12 0.71
C 2.13754 -4.21162 1.76501 0.03 0.87 0.80 -0.16
O 3.04907 -4.65034 1.14325 -0.27 0.77 -0.77 -0.35
O 1.72455 -4.74449 2.90191 -0.24 -0.77 -0.02 -0.37
F 1.15188 -1.89211 3.46489 -0.27 0.08 -0.34 -0.21
H -0.36080 -4.80124 3.03878 0.34 0.28 0.01 0.26
H 0.56988 -4.09477 4.41831 -0.41 0.14 -0.48 0.13
H -0.40785 -2.41031 2.22255 0.47 0.17 0.43 -0.86
C -4.42496 -1.28679 3.50274 1.54 0.89 1.10 -0.41
C -3.03566 -0.54020 3.46295 -0.63 -0.92 -1.21 1.29
O -2.11475 -1.58052 3.72101 0.40 1.56 -0.51 0.17
C -2.72975 -2.68764 4.12045 -1.35 -0.24 0.15 0.34
O -2.15811 -3.69493 4.36610 0.09 -0.42 0.28 -0.54
O -4.06962 -2.48343 4.18771 0.30 -0.56 0.03 -0.40
F -2.94652 0.37854 4.47618 -0.05 0.00 0.19 -0.37
H -4.92116 -1.54145 2.57855 0.23 0.19 -0.42 0.17
H -5.03917 -0.66044 4.13968 -0.45 -0.20 0.06 0.51
H -2.76238 -0.04373 2.52292 0.00 -0.21 0.25 -0.65
C 0.33668 -2.79552 -2.78714 0.09 1.24 0.47 0.03
C 1.17852 -3.71306 -1.95550 1.63 -0.22 -0.07 1.52
O 2.49386 -3.51102 -2.49743 -1.19 0.54 0.33 -0.27
C 2.39316 -2.76158 -3.68612 0.06 -1.27 2.27 0.38
O 3.35423 -2.44631 -4.26243 1.21 0.59 -1.35 -0.49
O 1.13002 -2.51062 -3.94220 -0.83 0.43 -0.28 -0.33
F 0.87105 -5.02090 -2.15865 -0.42 -0.63 -0.16 -0.41
H 0.13206 -1.86819 -2.21162 0.15 -0.29 -0.47 -0.10
H -0.56548 -3.22604 -3.13977 -0.86 -0.55 -0.14 0.38
H 1.16582 -3.56663 -0.86420 0.15 0.32 -0.50 -0.75
C -2.69635 3.02776 -0.86993 0.47 -0.17 1.04 0.75
C -3.41885 1.85508 -0.23040 -0.81 1.26 0.20 1.63
O -4.50534 1.72997 -1.10398 -1.07 0.68 -0.29 -0.34
C -4.75573 2.94020 -1.76509 2.77 0.11 2.03 0.34
O -5.67520 3.19778 -2.43091 -1.60 -0.17 -1.08 -0.54
O -3.72589 3.81801 -1.50350 -0.29 -1.78 0.17 -0.41
F -3.86924 2.24093 1.06723 -0.02 -0.24 -0.87 -0.46
H -1.96054 2.62292 -1.54900 -0.04 0.24 -0.52 -0.41
H -2.19234 3.60503 -0.10575 0.02 0.34 -0.09 0.10
H -2.95140 0.89587 -0.09645 0.32 -0.03 -0.21 -0.84
C -2.82829 -3.54405 -1.11841 0.12 0.00 -0.64 0.18
C -2.64937 -2.41525 -0.12130 -0.08 0.19 -0.95 1.59
O -3.00310 -3.04674 1.07040 0.02 1.31 0.83 0.05
C -3.84485 -4.06569 0.82561 -1.28 -2.53 1.33 0.24
O -4.52121 -4.64208 1.65584 1.32 1.54 -1.70 -0.58
O -3.71762 -4.46220 -0.45925 -0.85 0.87 -0.03 -0.33
F -3.59509 -1.39747 -0.42881 0.59 -1.06 0.60 -0.30
H -1.94467 -4.17615 -1.23904 0.32 0.69 -0.46 0.32
H -3.22741 -3.09892 -2.06285 0.17 -0.92 0.64 0.07
H -1.66266 -1.93108 -0.08688 -0.61 -0.22 0.37 -1.18
C 0.14335 2.04724 -3.86175 0.09 -0.17 0.85 0.30
C 0.34317 0.62043 -4.44325 -0.97 0.84 0.28 1.40
O 1.65971 0.36030 -4.20555 1.60 -0.12 0.52 -0.31
C 2.30868 1.42126 -3.62194 -0.05 0.22 -0.58 0.34
O 3.44671 1.40005 -3.26152 -0.46 -0.13 0.00 -0.54
O 1.49196 2.48818 -3.57995 0.19 -0.61 -0.07 -0.29
F 0.06724 0.55565 -5.79004 0.28 0.46 -0.31 -0.46
H -0.35114 2.07020 -2.85776 0.00 -0.32 -1.14 -0.69
H -0.30307 2.74995 -4.56315 -0.01 -0.33 0.09 0.47
H -0.25319 -0.17085 -4.03568 -0.43 -0.13 0.63 -0.43
O 3.63426 8.03995 -2.44332 -0.30 0.30 0.12 -0.57
C 2.84474 7.80440 -1.57041 -0.44 -0.36 0.01 0.81
O 2.89701 6.67627 -0.80158 0.47 0.85 -0.16 -0.20
C 4.03024 5.84114 -1.09276 0.27 -0.23 0.59 -0.84
C 3.51262 4.63542 -1.78392 -0.15 -1.09 -0.93 -0.48
C 1.66689 8.65786 -1.17089 -1.12 0.23 0.81 -0.92
H 4.50990 5.56197 -0.17695 0.03 0.17 0.96 0.38
H 4.76424 6.39173 -1.67225 -0.11 -0.02 -0.12 0.40
H 2.48555 4.38100 -1.46842 0.46 0.09 -0.12 -0.11
H 4.12855 3.72241 -1.75875 -0.01 0.41 0.49 0.38
H 3.54453 4.88442 -2.82717 -0.68 -0.10 -0.83 0.45
H 1.02900 8.15748 -0.36994 1.03 0.71 -0.93 0.16
H 0.99405 8.94653 -1.99956 0.58 -0.49 0.02 0.25
H 2.04200 9.63413 -0.81835 -0.06 -0.50 0.14 0.37
O 0.76322 -0.50306 10.17141 -0.21 -0.19 -0.05 -0.55
C -0.30162 -0.87480 9.74082 -0.14 0.12 1.13 0.71
O -0.44361 -1.35726 8.49861 -0.37 -0.14 -0.05 -0.24
C 0.80002 -1.65647 7.84426 1.38 1.26 1.72 -0.55
C 0.55315 -2.24700 6.53003 1.26 0.25 -2.65 -0.49
C -1.61759 -0.76212 10.52704 1.42 -0.01 0.14 -1.10
H 1.37331 -2.28481 8.55255 -0.30 -0.15 -0.58 0.35
H 1.44437 -0.73812 7.80410 -0.76 -0.53 -0.18 0.30
H 0.16935 -1.55104 5.74415 0.13 -0.15 0.89 -0.05
H -0.13891 -3.05456 6.54417 -0.44 -0.90 0.19 0.28
H 1.54455 -2.58166 6.08021 -1.16 0.14 0.70 0.34
H -2.22250 -0.17716 9.90590 -1.44 0.68 -0.95 0.32
H -1.45700 -0.17823 11.42063 0.40 0.10 0.21 0.33
H -2.13219 -1.66080 10.83724 0.17 -0.47 -0.46 0.30
O 7.03260 -4.12542 1.02704 0.57 0.50 0.35 -0.59
C 6.74737 -4.79174 1.99264 -1.36 -1.24 -0.64 0.87
O 6.12756 -6.00393 1.84544 0.50 0.97 -0.72 -0.36
C 5.75985 -6.26936 0.46133 -0.19 1.09 -0.67 0.43
C 4.76061 -7.38649 0.42833 2.35 -1.30 0.42 -1.26
C 6.84481 -4.46352 3.44014 1.01 0.29 -0.01 -1.12
H 6.64910 -6.41466 -0.16228 0.03 -0.43 0.41 0.44
H 5.32563 -5.36710 0.01681 -0.09 0.04 0.48 -0.29
H 4.07470 -7.25139 1.23424 -0.67 -0.03 0.39 0.22
H 5.40103 -8.30654 0.61321 -1.34 0.57 -0.30 0.37
H 4.26774 -7.41722 -0.53077 -0.14 -0.19 -0.20 0.37
H 6.80258 -3.38666 3.61795 -0.27 -0.12 -0.15 0.31
H 7.85084 -4.76008 3.78582 -0.52 -0.20 0.09 0.33
H 6.04944 -5.01955 3.91828 0.14 0.08 0.51 0.34
```
Positions in Å, forces in eV/Å.

Values from the calculation:
Net charge: +1
HOMO, eV: -11.10
Lowest unoccupied orbital energy, eV: -1.8
Spin multiplicity: 1